(1)
ORCA calculation (the ωB97M-V functional and the def2-TZVPD basis) on a 2-piece molecular cluster, C3H6FN overall at a distorted geometry.

Each line ends with the Löwdin charge.
Element x y z (Å)
C -1.62719 0.67138 -0.43791  0.035
C -0.67264 -0.06126 0.14403  -0.198
C 0.74354 0.21559 0.29741  -0.485
N 1.64910 -0.70963 -0.31122  0.062
F 0.95566 1.58250 0.05051  -0.049
H -2.67587 0.25924 -0.20803  0.092
H -1.39414 1.67205 -0.75873  0.055
H -0.80373 -0.99284 0.56500  0.075
H 0.93003 0.21367 1.75656  0.214
H 1.12142 -1.16148 -1.08672  0.095
H 2.37306 -0.11695 -0.77255  0.103

Summary:
ΔE to the lowest compared entry with this formula, charge and spin ... 31.8 kcal/mol
E_HOMO ... -0.35783 hartree
HOMO-LUMO gap ... 10.680 eV
Lowest unoccupied orbital energy ... 0.94 eV



(2)
ORCA calculation (the ωB97M-V functional and the def2-TZVPD basis) on an isolated ion of composition C3H6FN2O and charge +1 at a distorted geometry.

Each line ends with the Löwdin charge.
Element x y z (Å)
C -1.15887 0.60318 0.01511  -0.089
C 0.75370 -0.78898 -0.05176  -0.012
C 1.36841 0.67931 0.08567  -0.145
N -0.75459 -0.61530 -0.11679  -0.064
N 0.23036 1.57539 -0.09132  0.102
O -1.53869 -1.74923 0.02528  0.124
F -2.36113 1.06852 0.20855  0.241
H 0.98867 -1.25407 -1.04787  0.151
H 0.83089 -1.53548 0.71567  0.129
H 1.72455 0.62987 1.13719  0.130
H 2.19986 0.69762 -0.73829  0.165
H -0.00607 2.36579 0.47140  0.108
H -2.27709 -1.67661 -0.61283  0.161

Summary:
ΔE to the lowest compared entry with this formula, charge and spin ... 67.0 kcal/mol
Total charge ... +1
E_HOMO ... -0.54996 hartree
SMILES string ... ON1CC[NH+]=C1F
HOMO-LUMO gap ... 10.672 eV
Lowest unoccupied orbital energy ... -4.29 eV



(3)
ORCA calculation (the ωB97M-V functional and the def2-TZVPD basis) on one molecule with the formula C3H6FN3 at a distorted geometry.

Each line ends with the Löwdin charge.
Element x y z (Å)
C 0.08492 0.84333 -0.07197  -0.351
C 1.47040 0.24108 -0.03653  -0.235
C 1.89738 -0.90676 -0.51342  0.067
H -2.63940 -0.84631 -0.26196  0.096
H -2.71420 -0.19135 1.30929  0.155
H -0.31567 -0.92846 0.59696  0.121
H -1.21049 2.05088 -0.45746  0.009
H 2.98323 -1.41407 -0.44108  0.136
H 1.23895 -1.64058 -0.83950  0.033
N -2.19590 -0.07631 0.29878  -0.023
N -0.82443 -0.14561 0.20178  -0.106
N -0.20344 2.06886 -0.55791  0.121
F 2.42865 0.94530 0.77302  -0.023

Summary:
ΔE to the lowest compared entry with this formula, charge and spin ... 65.4 kcal/mol
E_HOMO ... -0.33927 hartree
SMILES string ... [H]/N=C(\NN)C(=C)F
HOMO-LUMO gap ... 9.731 eV
Lowest unoccupied orbital energy ... 0.50 eV



(4)
ORCA calculation (the ωB97M-V functional and the def2-TZVPD basis) on one molecule with the formula C3H6FN3 at a distorted geometry.

Each line ends with the Löwdin charge.
Element x y z (Å)
C 0.25203 0.83706 -0.25519  -0.373
C -0.21268 -0.22991 -1.04652  -0.328
C -0.21640 -1.54515 -1.07314  0.099
H 0.16261 -1.23009 1.95069  0.082
H -0.65365 0.05807 2.07882  0.020
H 1.35362 1.46451 1.44024  0.133
H -0.33449 1.97040 -1.64018  0.043
H 0.35510 -2.02279 -0.13198  0.115
H -0.88916 -2.10633 -1.75067  0.089
N 0.28065 -0.18184 2.10127  0.016
N 0.95463 0.60056 0.98804  -0.031
N 0.07328 2.08020 -0.70897  0.156
F -1.12553 0.30530 -1.95241  -0.022

Summary:
ΔE to the lowest compared entry with this formula, charge and spin ... 61.6 kcal/mol
E_HOMO ... -0.35652 hartree
SMILES string ... [H]/N=C(/NN)C(=C)F
HOMO-LUMO gap ... 9.728 eV
Lowest unoccupied orbital energy ... 0.03 eV



(5)
ORCA calculation (the ωB97M-V functional and the def2-TZVPD basis) on one molecule with the formula C3H6FNO at a distorted geometry.

Each line ends with the Löwdin charge.
Element x y z (Å)
C 0.79430 -0.84058 -0.08423  -0.470
C -0.25204 1.55519 0.31114  -0.046
C -0.27142 0.09473 0.70423  -0.337
N 0.24303 -1.50654 -1.16206  0.138
O 1.94497 -0.89323 0.27129  0.074
F -0.13582 -0.13746 2.04589  0.012
H -0.82734 1.72105 -0.68312  0.111
H 0.67337 1.98860 0.16586  0.043
H -0.95515 2.11368 1.03909  0.114
H -1.29590 -0.28320 0.33323  0.141
H -0.73342 -1.53913 -1.28446  0.065
H 0.81542 -2.27311 -1.65687  0.154

Summary:
ΔE to the lowest compared entry with this formula, charge and spin ... 14.9 kcal/mol
E_HOMO ... -0.36436 hartree
SMILES string ... C[C@H](F)C(N)=O
HOMO-LUMO gap ... 10.673 eV
Lowest unoccupied orbital energy ... 0.76 eV



(6)
ORCA calculation (the ωB97M-V functional and the def2-TZVPD basis) on one molecule with the formula C3H6FNO at a distorted geometry.

Each line ends with the Löwdin charge.
Element x y z (Å)
C -2.09317 -0.69950 0.03608  -0.082
C -0.01407 0.54388 0.01195  -0.465
C 1.48802 0.42469 -0.02634  -0.138
H -2.45321 -0.20006 0.93999  0.089
H -2.35986 -1.73320 -0.11059  0.077
H -2.53747 -0.08316 -0.79071  0.100
H -0.08377 -1.52350 -0.05402  0.135
H 1.89149 0.85654 -0.94084  0.134
H 1.87719 0.92184 0.87365  0.137
N -0.64984 -0.67233 -0.05511  -0.005
O -0.73564 1.54078 0.00262  0.041
F 1.97944 -0.83030 0.03524  -0.023

Summary:
ΔE to the lowest compared entry with this formula, charge and spin ... 12.0 kcal/mol
E_HOMO ... -0.35976 hartree
SMILES string ... CNC(=O)CF
HOMO-LUMO gap ... 10.709 eV
Lowest unoccupied orbital energy ... 0.92 eV



(7)
ORCA calculation (the ωB97M-V functional and the def2-TZVPD basis) on one molecule with the formula C3H6FNO2 at a distorted geometry.

Each line ends with the Löwdin charge.
Element x y z (Å)
C -1.33067 -0.17088 -0.04867  -0.494
C 0.68318 0.34393 -1.06958  -0.012
C 0.00699 0.43954 0.25575  -0.505
N 0.83750 -0.20599 1.25626  0.134
O -1.44402 -1.51997 0.02123  0.092
O -2.27074 0.51602 -0.35312  0.149
F -0.37131 1.78651 0.62807  -0.009
H 1.65332 0.84360 -1.19629  0.098
H 0.12992 0.70570 -1.98530  0.124
H 0.75175 -0.74174 -1.14782  0.088
H 1.64237 0.31734 1.40683  0.066
H -0.58513 -2.07242 0.11750  0.163
H 0.29685 -0.24164 2.11515  0.104

Summary:
ΔE to the lowest compared entry with this formula, charge and spin ... 13.0 kcal/mol
E_HOMO ... -0.39182 hartree
SMILES string ... C[C@@](N)(F)C(=O)O
HOMO-LUMO gap ... 11.177 eV
Lowest unoccupied orbital energy ... 0.51 eV



(8)
ORCA calculation (the ωB97M-V functional and the def2-TZVPD basis) on C3H6FNO2 as an isolated structure at a distorted geometry.

Each line ends with the Löwdin charge.
Element x y z (Å)
C -0.83353 0.12529 0.40625  -0.352
C 0.32646 -0.39171 -0.43156  -0.133
C 1.59661 0.36913 -0.13627  -0.449
H -2.15744 0.41466 -1.08838  0.123
H -2.70729 0.72197 0.80613  0.208
H -0.63373 1.24362 0.16552  0.122
H -0.67744 0.15141 1.59878  0.175
H -0.23470 -0.58376 -1.38589  0.166
H 2.54581 -1.44281 -0.00949  0.236
N -2.19300 -0.10693 -0.06690  -0.081
O 2.62919 -0.36469 0.24431  0.083
O 1.57278 1.65429 -0.11545  0.035
F 0.76627 -1.79049 0.01296  -0.133

Summary:
ΔE to the lowest compared entry with this formula, charge and spin ... 88.1 kcal/mol
E_HOMO ... -0.36454 hartree
HOMO-LUMO gap ... 10.373 eV
Lowest unoccupied orbital energy ... 0.45 eV



(9)
ORCA calculation (the ωB97M-V functional and the def2-TZVPD basis) on one molecule with the formula C3H6FNS at a distorted geometry.

Each line ends with the Löwdin charge.
Element x y z (Å)
C -1.21180 -0.91459 -0.48950  -0.042
C -0.86779 0.44614 0.04276  -0.327
C 0.54948 0.76624 -0.02006  -0.294
H -1.25729 -1.69501 0.26351  0.086
H -2.23167 -0.77180 -0.88881  0.095
H -0.52381 -1.16462 -1.26236  0.073
H -1.34578 0.58803 1.05641  0.163
H 0.94305 1.43888 -0.82841  0.135
H 3.22991 -0.40942 1.75693  -0.091
N 1.29469 0.14591 0.77494  -0.376
F -1.56469 1.37838 -0.88086  -0.103
S 2.98570 0.19186 0.47544  0.680

Summary:
ΔE to the lowest compared entry with this formula, charge and spin ... 37.2 kcal/mol
E_HOMO ... -0.33672 hartree
SMILES string ... C[C@H](F)/C=N/S
HOMO-LUMO gap ... 9.992 eV
Lowest unoccupied orbital energy ... 0.83 eV



(10)
ORCA calculation (the ωB97M-V functional and the def2-TZVPD basis) on C3H6FeO3 as an isolated structure at a distorted geometry.

Each line ends with the Löwdin spin population.
Element x y z (Å)
H -0.48713 -1.10419 0.71119  0.000
O 0.63302 1.01854 -1.08419  0.033
C 0.32066 0.51629 -0.04985  0.024
O -0.53329 0.84854 0.82030  0.156
Fe -1.47915 2.36448 0.96942  3.781
O 0.30620 -0.95194 0.04447  0.006
C 0.34672 -1.80473 -1.16144  0.001
C 0.41502 -3.23957 -0.72069  0.000
H 1.23750 -1.46354 -1.69411  0.000
H -0.55424 -1.57531 -1.74009  0.000
H 1.27578 -3.41599 -0.06451  0.000
H 0.53251 -3.85378 -1.62271  0.000
H -0.50914 -3.55244 -0.21682  0.000

Summary:
ΔE to the lowest compared entry with this formula, charge and spin ... 0.0 kcal/mol
Total charge ... +2
E_HOMO (alpha / beta) ... -0.73088 / -0.73084 hartree
HOMO-LUMO gap (alpha / beta) ... 8.101 / 7.393 eV
Lowest unoccupied orbital energy (alpha / beta) ... -11.79 / -12.49 eV
Multiplicity ... 5